1.
A molecular structure, C36H62F7N2O32S4Y, computed with ωB97M-V/def2-TZVPD.

Structure (XYZ):
```
144
Properties=species:S:1:pos:R:3
Y 3.39961 0.03732 1.78738
C 1.58649 -1.74722 3.78306
O 1.36122 -0.35242 3.74585
O 2.77607 -1.83736 3.09485
C 1.50934 -2.44779 5.14496
F 0.26884 -2.69644 5.58552
F 2.16860 -3.61765 5.08680
F 2.15997 -1.71228 6.09070
C 0.02830 -0.00900 4.13775
C -0.15150 1.52887 4.02048
H -0.21999 1.96451 5.01843
H 0.57749 2.04403 3.40114
H -1.12579 1.71459 3.56681
H -0.26658 -0.35283 5.12833
H -0.69983 -0.42369 3.43489
H 0.80994 -2.14128 3.10903
N 1.51597 0.55777 0.72851
S 0.47330 -0.27167 -0.09166
O 0.44170 -0.16948 -1.53503
O -0.75161 -0.66504 0.55340
F 1.33974 -1.63197 -0.00519
S 0.70350 2.04870 0.31682
O -0.62487 2.27811 0.76033
O 1.06274 2.61216 -0.95234
F 1.65120 2.88024 1.31281
N 4.40092 -0.92993 0.08963
S 5.39402 -2.15556 -0.13585
O 6.78359 -1.79767 -0.32831
O 4.83081 -3.35261 -0.68617
F 5.41619 -2.51143 1.42785
S 4.21573 -0.69494 -1.60904
O 3.25486 -1.54918 -2.21482
O 5.36893 -0.34608 -2.38125
F 3.36940 0.65079 -1.46325
O 4.51927 1.93591 1.08262
C 4.82101 3.08414 0.81073
O 5.78188 3.73981 1.43106
C 6.75379 2.98233 2.20464
C 8.02847 3.80475 2.30308
C 4.22772 3.91558 -0.27376
H 6.93815 2.04256 1.68251
H 6.28054 2.76138 3.16240
H 8.63583 3.45342 3.13217
H 7.72146 4.83227 2.51305
H 8.54465 3.84162 1.34731
H 4.12484 4.95169 0.03413
H 3.32414 3.44874 -0.66527
H 4.86676 3.89306 -1.16163
O -5.45348 -0.41350 3.10685
C -4.31985 -0.04712 3.07862
O -3.35185 -0.47942 3.91846
C -3.69896 -1.33207 4.98296
C -3.91545 -2.78765 4.56443
C -3.74075 0.94796 2.08996
H -4.64238 -0.98836 5.42094
H -2.95323 -1.34036 5.77706
H -2.99523 -3.12539 4.08689
H -4.78991 -2.93316 3.93221
H -4.14548 -3.36454 5.46232
H -3.05081 0.41874 1.43317
H -3.36712 1.85638 2.55672
H -4.56959 1.28043 1.46122
O -0.84030 -4.17948 -1.26559
C -0.03718 -4.75658 -1.95888
O -0.34915 -5.71677 -2.83693
C -1.74546 -5.98425 -3.07143
C -1.79053 -6.93231 -4.21465
C 1.45638 -4.64276 -1.74447
H -2.31960 -5.08676 -3.31982
H -2.24786 -6.40313 -2.19854
H -2.78603 -6.94745 -4.66720
H -1.55446 -7.94059 -3.86734
H -1.13948 -6.71623 -5.06167
H 1.56866 -3.97025 -0.90185
H 1.77003 -4.23281 -2.70686
H 1.96275 -5.57341 -1.50453
O 3.27449 1.72043 3.42608
C 3.45090 2.38320 4.44056
O 3.60082 3.67314 4.52084
C 3.26554 4.56291 3.45860
C 2.95058 5.97670 3.93363
C 3.67254 1.68142 5.75273
H 2.49101 4.27246 2.74753
H 4.19002 4.65751 2.88658
H 1.99467 6.04519 4.45414
H 2.90623 6.69548 3.12016
H 3.75879 6.20641 4.63142
H 4.56159 2.13501 6.20195
H 3.79038 0.60535 5.72221
H 2.88689 2.00519 6.43921
O -4.91228 -5.75819 -2.18762
C -5.61383 -4.92457 -1.67922
O -5.19337 -4.01772 -0.78079
C -3.85828 -4.03472 -0.27724
C -3.69212 -2.85729 0.65001
C -7.10442 -4.87129 -1.83720
H -3.19019 -3.97117 -1.13763
H -3.64001 -4.96596 0.25075
H -4.26979 -3.04385 1.55684
H -4.12874 -1.97158 0.18350
H -2.64080 -2.70474 0.88805
H -7.45118 -5.83967 -2.19455
H -7.29122 -4.25486 -2.72462
H -7.66125 -4.49609 -0.98775
C -0.68065 2.83836 -4.08248
C 0.31227 3.92612 -4.54073
O -0.07120 4.11267 -5.90812
C -0.98014 3.21547 -6.28424
O -1.37135 3.09217 -7.39985
O -1.33750 2.40960 -5.26014
H -1.40743 3.22415 -3.37129
H -0.02641 2.08194 -3.65029
H 1.34647 3.59616 -4.44162
H 0.24323 4.88625 -4.03214
C 0.62556 -0.39009 -6.32324
C 1.30088 -0.52682 -4.98411
O 2.62016 -0.88047 -5.45423
C 2.50082 -1.57509 -6.62496
O 3.37464 -2.16589 -7.15658
O 1.26256 -1.35652 -7.14190
H 0.86001 0.54839 -6.83060
H -0.44364 -0.55872 -6.19231
H 0.89564 -1.24777 -4.27608
H 1.40486 0.45091 -4.51666
C -2.80954 -1.09527 -2.52342
C -4.13562 -1.66302 -2.92956
O -5.05995 -0.87260 -2.21159
C -4.48111 0.32596 -1.94968
O -5.09270 1.28756 -1.62303
O -3.14919 0.23335 -2.12997
H -2.13597 -1.01702 -3.37750
H -2.29282 -1.59261 -1.70089
H -4.14520 -2.72889 -2.70339
H -4.28068 -1.56335 -4.00821
C -2.37434 4.60955 -0.76724
C -3.54583 4.63163 0.19793
O -4.64289 4.79228 -0.67629
C -4.32109 4.50544 -1.92588
O -5.09952 4.44739 -2.82310
O -2.97242 4.36167 -2.04801
H -1.61194 3.86758 -0.53923
H -1.90211 5.59257 -0.86226
H -3.46928 5.45550 0.90015
H -3.60413 3.63275 0.63715
```

Values from the calculation:
Energy above the lowest of the compared OMol25 structures with the same formula, charge and spin (kJ/mol): 0.00
Multiplicity: 1
HOMO energy (eV): -10.07
Orbital gap (hartree): 0.2278
Charge: 0

2.
A molecular structure, C30H33B3Cl6FeN3O24, computed with ωB97M-V/def2-TZVPD.

Structure (XYZ):
```
100
Properties=species:S:1:pos:R:3
Fe -1.65629 -0.42670 4.32767
O -1.95082 0.50817 2.34534
C -1.58080 0.72530 1.22715
O -0.39959 0.43424 0.77029
B -0.23593 0.92443 -0.62527
O -1.48227 1.66197 -0.87728
C -2.28762 1.60120 0.16740
O -3.34389 2.11343 0.29722
O 0.01605 -0.17230 -1.56277
C 0.99806 0.17090 -2.37941
O 1.34242 -0.41483 -3.35229
C 1.66783 1.42399 -1.80546
O 0.92496 1.82075 -0.77386
O 2.52347 2.06712 -2.31437
O 0.00789 7.08800 7.49815
C -0.74587 6.17864 7.35254
O -0.70285 5.25151 6.41515
B -2.02961 4.56206 6.39685
O -2.68515 4.93527 7.64139
C -2.02458 5.93061 8.22692
O -2.32948 6.52940 9.19052
O -2.78271 4.91499 5.19652
C -2.83206 3.87834 4.38044
O -3.24693 3.82985 3.28052
C -2.21689 2.68695 5.15953
O -1.81367 3.09336 6.29782
O -2.05767 1.55499 4.71829
O -6.90299 -7.16934 3.54486
C -6.65787 -6.04378 3.57559
O -5.60237 -5.45314 3.05539
B -5.73126 -4.01114 3.20071
O -6.86690 -3.79262 4.14657
C -7.54027 -4.89482 4.30213
O -8.53971 -5.11459 4.88126
O -6.01694 -3.25778 1.97609
C -5.22719 -2.19721 1.88290
O -5.25911 -1.36573 1.07393
C -4.21742 -2.29850 3.03716
O -4.51541 -3.34372 3.74456
O -3.27529 -1.56761 3.18390
C 2.94805 -4.78292 1.21087
C 1.59523 -4.14809 1.48325
C 1.69763 -3.12448 2.60006
C 0.50415 -2.33888 2.84557
N -0.44554 -1.71343 2.94326
H 2.82243 -5.53563 0.43144
H 3.46055 -5.21278 2.06807
H 3.61042 -4.05831 0.73137
H 0.90274 -4.93955 1.78529
H 1.17925 -3.79610 0.53894
H 2.45828 -2.36173 2.38144
H 2.08279 -3.61626 3.49384
C -0.10222 -4.07811 -3.72119
C -1.60823 -3.88237 -3.76416
C -1.97744 -2.82718 -4.78854
C -3.40364 -2.49050 -4.82869
N -4.50572 -2.19072 -4.93218
H 0.38727 -3.21224 -3.28354
H 0.33656 -4.10649 -4.72845
H 0.21931 -5.02563 -3.29033
H -1.92173 -3.56489 -2.76611
H -2.12511 -4.82177 -3.95964
H -1.67807 -3.15407 -5.78713
H -1.46786 -1.87051 -4.63698
C 2.82738 -3.25630 -2.18551
C 4.09614 -2.60406 -1.64113
C 4.61464 -1.44723 -2.46608
C 4.52127 -1.63742 -3.91683
N 4.46399 -1.81842 -5.04560
H 2.63127 -4.16160 -1.61597
H 2.84755 -3.48364 -3.25260
H 2.02051 -2.51732 -2.16328
H 4.80206 -3.44424 -1.55658
H 3.99908 -2.35111 -0.58121
H 5.56704 -1.01795 -2.16640
H 3.88727 -0.61404 -2.38767
Cl -1.80048 5.03468 -4.95165
C -1.14742 3.88592 -3.75196
C -0.35316 4.59370 -2.67347
Cl 1.19396 5.22967 -3.24099
H -0.47779 3.25899 -4.34531
H -1.91042 3.23832 -3.33015
H -0.15927 3.86858 -1.88605
H -0.98090 5.36986 -2.23823
Cl 5.55484 3.90995 -5.40309
C 3.96513 4.02616 -4.62468
C 2.93337 3.16579 -5.33380
Cl 2.99384 3.17132 -7.12454
H 3.68419 5.07623 -4.59992
H 3.98682 3.69248 -3.58967
H 1.91903 3.48686 -5.13701
H 3.04388 2.14110 -4.98904
Cl 6.22815 3.55583 0.22332
C 4.69220 3.19290 1.00063
C 3.55575 3.98762 0.37476
Cl 3.67942 5.73599 0.76475
H 4.71686 3.46489 2.05644
H 4.50021 2.12626 0.90459
H 2.58582 3.67936 0.75102
H 3.62540 3.95189 -0.70762
```

Values from the calculation:
Multiplicity: 6
HOMO energy (spin up / spin down) (eV): -9.54 / -9.54
Orbital gap (spin up / spin down) (hartree): 0.2293 / 0.0661
Charge: 0

Across the entries above, strongest force on any atom takes the values 9.52, 3.37 eV Å⁻¹, respectively.